1.
C10H29N2O5Pd as an isolated structure in a non-equilibrium geometry, computed with wB97M-V/def2-TZVPD.

```
! wB97M-V def2-TZVPD RIJCOSX def2/J DEFGRID3
* xyz 2 4
Pd -0.26763 0.92393 -0.00884
O -0.33496 2.93249 -0.62050
H 0.55097 2.97578 -1.03012
C -0.35069 1.65948 4.36494
C -0.66590 1.16837 2.93186
C -1.95525 1.77161 2.40755
O -2.20135 1.41938 1.03814
C -3.60688 1.82308 0.75802
N 0.33773 1.47373 1.97802
H -1.28061 1.80789 4.91387
H 0.14066 2.63078 4.42198
H 0.35053 1.03750 4.92130
H -0.73162 0.08600 3.04259
H -1.95170 2.82785 2.67669
H -2.69386 1.21683 2.98613
H -3.68929 2.90441 0.86771
H -4.35882 1.48400 1.47057
H -4.00278 1.45412 -0.18814
H 1.12917 1.09350 2.47718
H 0.66908 2.40978 2.16271
C 1.77462 0.58732 -2.87999
C 1.58929 -0.63419 -2.02486
C 2.54710 -1.74459 -2.24325
O 2.33749 -2.60745 -1.13840
C 3.20653 -3.74301 -1.18221
N 1.65505 -0.02051 -0.71649
H 2.73553 1.07212 -2.70762
H 1.09734 1.41809 -2.68196
H 1.71342 0.37014 -3.94638
H 0.61060 -1.09140 -2.17054
H 3.59317 -1.44548 -2.30932
H 2.35745 -2.23880 -3.19608
H 3.21005 -4.10173 -2.21148
H 2.91599 -4.49366 -0.44721
H 4.25003 -3.51424 -0.96573
H 2.52158 0.45078 -0.49943
H 1.77975 -0.83513 -0.13259
C -2.12481 -0.92201 -1.54991
C -1.37840 -1.92270 -0.59462
O -0.66804 -1.36121 0.50496
O -1.22958 0.20547 -1.78253
H -3.07238 -0.73295 -1.04546
H -2.39811 -1.38952 -2.49588
H -0.71508 -2.55617 -1.18354
H -2.03257 -2.67788 -0.15888
H 0.12761 -1.82299 0.77938
H -1.49055 0.65116 -2.59176
*
```

For the LUMO energy (alpha / beta), the calculation gives -5.69 / -10.16 eV. The calculation puts the energy above the lowest of the compared OMol25 structures with the same formula, charge and spin at 0.0 kJ/mol. The calculation puts the HOMO-LUMO gap (alpha / beta) at 10.164 / 5.694 eV. As for the expectation value of S²: 3.76.

2.
C10H29N2O5Zn as an isolated structure in a non-equilibrium geometry, computed with wB97M-V/def2-TZVPD.

```
! wB97M-V def2-TZVPD RIJCOSX def2/J DEFGRID3
* xyz 1 1
Zn -0.16645 -0.91976 -0.77833
O 0.45502 -1.02569 -2.62502
H 0.10219 -1.87596 -2.95226
C -0.26446 2.17892 1.48155
C -0.37528 2.25569 0.03265
C 0.11481 3.61845 -0.46727
O 1.41455 3.90470 -0.29430
C 1.84452 5.11279 -0.88100
N 0.30484 1.12264 -0.60575
H -0.68712 3.04762 1.98636
H 0.76466 2.27108 1.82870
H -0.69350 1.32075 1.99881
H -1.44387 2.28166 -0.18070
H -0.50776 4.39138 -0.01662
H -0.06349 3.63583 -1.54245
H 2.92341 5.15736 -0.73223
H 1.34552 5.95809 -0.40713
H 1.64887 5.19985 -1.94975
H 0.26801 1.54676 -1.52165
H 1.26321 1.21214 -0.29976
C -0.01904 -1.40795 3.38887
C 0.38489 -1.06697 1.93660
C 1.29207 -2.10010 1.29328
O 1.53254 -1.70216 -0.06270
C 2.42172 -2.53091 -0.74565
N -0.87548 -1.08059 1.17861
H -0.59523 -0.68521 3.96659
H 0.91626 -1.47707 3.94434
H -0.48995 -2.38608 3.48684
H 0.85976 -0.08615 1.96068
H 0.73638 -3.03686 1.25079
H 2.20705 -2.19949 1.87727
H 2.70651 -1.97773 -1.64063
H 1.92718 -3.42679 -1.12108
H 3.32181 -2.68836 -0.15141
H -1.44691 -0.52615 1.80003
H -1.13888 -2.03834 1.36148
C -2.24096 -2.72301 -1.13367
C -2.65583 -1.52132 -2.00821
O -2.10061 -0.32634 -1.42372
O -0.79121 -2.83919 -1.03386
H -2.66029 -3.52226 -1.74479
H -2.74054 -2.75950 -0.16558
H -3.73340 -1.37615 -2.08482
H -2.19804 -1.63096 -2.99132
H -2.29805 0.46225 -1.93437
H -0.56935 -3.74090 -1.27738
*
```

For the LUMO energy, the calculation gives -2.49 eV. The calculation puts the energy above the lowest of the compared OMol25 structures with the same formula, charge and spin at 133.7 kJ/mol. The calculation puts the HOMO-LUMO gap at 8.888 eV.

3.
C10H29NPPd as an isolated structure in a non-equilibrium geometry, computed with wB97M-V/def2-TZVPD.

```
! wB97M-V def2-TZVPD RIJCOSX def2/J DEFGRID3
* xyz 1 5
C -2.51927 3.97976 -0.21875
Pd -1.29267 0.86650 -0.55961
N -2.91011 0.32406 -1.74157
H -0.41534 2.30854 -0.25776
H -1.67193 3.94320 0.51095
H -2.89971 5.00564 -0.05206
H -3.16799 3.18769 0.12779
H -2.09595 3.69188 -1.14970
H -3.39481 -0.45065 -1.26746
H -2.45615 -0.06086 -2.56133
H -3.56305 1.09601 -1.96795
C -0.64687 0.06420 2.72877
C 0.66831 -0.13749 1.95293
C 1.40770 -1.41130 2.35100
P 0.45518 -0.09035 0.14870
C 1.81028 0.71765 -0.72490
C 3.12952 0.12887 -0.25372
C 1.61939 0.66468 -2.24364
C -0.15570 -1.65392 -0.62095
C 1.00674 -2.62845 -0.80618
C -1.34751 -2.19271 0.14729
H -1.29959 -0.81678 2.67153
H -1.20042 0.95950 2.40528
H -0.39231 0.19160 3.78714
H 1.30184 0.75632 2.13119
H 0.77462 -2.30253 2.25506
H 2.33239 -1.53841 1.77922
H 1.70420 -1.29964 3.39788
H 1.71156 1.76261 -0.39586
H 3.19910 -0.94607 -0.48702
H 3.93167 0.63963 -0.79879
H 3.26981 0.27978 0.82506
H 0.73080 1.21433 -2.58195
H 2.46048 1.19852 -2.69658
H 1.61611 -0.35690 -2.65598
H -0.50237 -1.34123 -1.63376
H 1.43596 -2.90988 0.15762
H 0.59441 -3.53697 -1.24444
H 1.78587 -2.23369 -1.46407
H -2.14356 -1.44616 0.33181
H -1.81220 -2.99886 -0.44535
H -1.05842 -2.62812 1.12015
*
```

For the LUMO energy (alpha / beta), the calculation gives -2.86 / -7.13 eV. The calculation puts the HOMO-LUMO gap (alpha / beta) at 4.054 / 7.167 eV. As for the expectation value of S²: 6.01.

4.
C10H30AgBrN6O4 as an isolated structure in a non-equilibrium geometry, computed with wB97M-V/def2-TZVPD.

```
! wB97M-V def2-TZVPD RIJCOSX def2/J DEFGRID3
* xyz 0 1
Ag -1.94931 -1.58741 1.17362
Br 0.47310 -0.43334 0.08992
C -2.63201 -4.90645 -0.49460
C -1.51314 -4.07264 -1.15707
C -1.21866 -4.64319 -2.55626
O -0.24021 -3.94863 -3.31433
C 0.99244 -3.78691 -2.63956
N -1.96103 -2.67906 -1.21545
H -2.86072 -4.39378 0.44418
H -2.23219 -5.82065 -0.04979
H -3.43412 -5.01829 -1.21741
H -0.58995 -4.14450 -0.57661
H -2.13596 -4.63579 -3.15116
H -0.88744 -5.68519 -2.47997
H 1.60597 -3.17186 -3.29711
H 1.47511 -4.74924 -2.44752
H 0.92784 -3.21362 -1.70896
H -2.45200 -2.66842 -2.11578
H -1.17038 -2.07526 -1.45891
C 2.16420 3.97220 2.46644
C 0.81430 3.26103 2.56191
C -0.12029 3.64207 1.41913
O -0.26372 5.03621 1.21898
C -1.17660 5.62091 2.13144
N 1.06185 1.81405 2.62648
H 2.85233 3.65808 1.67512
H 2.76996 3.82658 3.36304
H 2.03356 5.04268 2.29913
H 0.37214 3.61676 3.49429
H -1.08479 3.14648 1.60751
H 0.14095 3.15927 0.47411
H -2.08998 5.02062 2.12117
H -1.43547 6.63241 1.81707
H -0.72251 5.73732 3.11964
H 0.14347 1.38083 2.52301
H 1.51631 1.48849 1.77703
C -3.20176 1.47251 -1.15686
O -4.41855 1.61967 -1.30420
N -2.43974 2.45835 -0.57745
N -2.49165 0.42416 -1.61943
H -2.87174 3.35825 -0.46730
H -1.45852 2.38006 -0.77557
H -1.50872 0.29850 -1.44240
H -3.04735 -0.28751 -2.06365
C 4.78818 -0.73023 0.30075
O 5.89572 -0.81806 0.81450
N 3.66514 -0.39344 0.98632
N 4.53269 -1.11039 -1.01718
H 3.80477 -0.31263 1.97935
H 2.71721 -0.47056 0.64317
H 3.58767 -0.85208 -1.23588
H 5.27359 -1.45832 -1.58692
*
```

For the LUMO energy, the calculation gives -2.06 eV. The calculation puts the energy above the lowest of the compared OMol25 structures with the same formula, charge and spin at 205.3 kJ/mol. The calculation puts the HOMO-LUMO gap at 7.010 eV.

5.
C10H30AlO22S3Y as an isolated structure in a non-equilibrium geometry, computed with wB97M-V/def2-TZVPD.

```
! wB97M-V def2-TZVPD RIJCOSX def2/J DEFGRID3
* xyz -1 2
Y 0.90809 -0.39889 -3.29755
Al -3.59561 0.73304 -0.86536
S -2.35624 -2.04390 -3.29983
O -3.21113 -1.68545 -2.18722
O -1.23493 -1.09087 -3.25396
O -1.79853 -3.38700 -3.06125
O -3.00708 -1.93656 -4.63285
S -0.21575 0.25643 0.04880
O 0.59317 -0.11352 1.24350
O -1.34197 -0.63532 -0.13801
O -0.85214 1.49671 0.20342
O 0.53524 0.31005 -1.26905
S -1.39819 1.96420 -4.27504
O -1.52749 3.21763 -5.02541
O -1.79333 1.05201 -5.34521
O -0.06863 1.55459 -3.70932
O -2.31529 1.96399 -3.20291
C 1.54009 4.52412 -2.58309
C 1.25725 3.74483 -1.23185
O 0.02513 4.22410 -0.77234
O 2.24365 5.64640 -2.16216
H 0.65262 4.69335 -3.19289
H 2.29336 3.95791 -3.13090
H 2.17951 3.85322 -0.66106
H 1.14748 2.70871 -1.55199
H -0.17283 3.57755 -0.09089
H 1.56793 6.18372 -1.74229
C -3.79435 -2.48692 1.26114
C -4.01466 -1.49842 2.46566
O -3.31671 -0.29838 2.10237
O -4.39139 -2.07572 0.05122
H -4.23212 -3.45219 1.51553
H -2.72368 -2.52890 1.06113
H -3.63351 -1.89842 3.40525
H -5.05314 -1.17494 2.53646
H -2.71202 0.00133 2.78510
H -3.87251 -2.54294 -0.60762
C 3.84429 -0.36863 1.47069
C 3.18261 -1.07131 2.69988
O 2.31149 -2.08208 2.28415
O 4.91314 -1.27917 1.08153
H 4.22947 0.63342 1.65945
H 3.22059 -0.25777 0.58367
H 2.75604 -0.31429 3.35795
H 4.01097 -1.41865 3.31737
H 1.55322 -1.61678 1.92344
H 4.58164 -2.17702 1.15620
C 0.14757 3.07162 3.52611
C 0.32585 1.59759 4.05003
O -0.68145 0.76957 3.53065
O 0.63291 3.18567 2.21179
H 0.66331 3.74116 4.21447
H -0.91255 3.32137 3.48330
H 0.18720 1.55681 5.13041
H 1.29024 1.18722 3.75064
H -0.39863 0.58012 2.63302
H 0.18253 2.62820 1.57305
C 1.26605 -4.49975 -0.88689
C 0.96670 -3.04135 -0.64164
O 0.66212 -2.39952 -1.87650
O 2.56764 -4.75059 -1.46675
H 0.53491 -5.09036 -1.43890
H 1.18676 -5.02328 0.06586
H 1.91530 -2.69104 -0.23476
H 0.17115 -2.77405 0.05388
H -0.09418 -2.89584 -2.19788
H 2.47287 -4.93682 -2.40374
*
```

For the LUMO energy (alpha / beta), the calculation gives -0.50 / -0.77 eV. The calculation puts the energy above the lowest of the compared OMol25 structures with the same formula, charge and spin at 130.6 kJ/mol. The calculation puts the HOMO-LUMO gap (alpha / beta) at 5.494 / 5.223 eV. As for the expectation value of S²: 0.76.

6.
A 6-piece molecular cluster, C10H30FO5 overall, computed with wB97M-V/def2-TZVPD.

```
! wB97M-V def2-TZVPD RIJCOSX def2/J DEFGRID3
* xyz -1 1
F -0.40007 1.09901 -0.74580
C 1.72033 0.88242 2.46980
C 2.48164 1.07925 1.16464
O 1.87221 2.04096 0.32868
H 0.69462 0.57410 2.26277
H 1.73733 1.79522 3.06547
H 2.17134 0.07574 3.06247
H 2.56905 0.11489 0.64849
H 3.49446 1.42599 1.39709
H 1.07389 1.63136 -0.07144
C -2.18784 2.37938 3.73750
C -2.43281 1.56681 2.49186
O -1.67371 2.11697 1.43556
H -2.46914 3.42069 3.57542
H -1.12444 2.36261 3.98370
H -2.75772 1.98075 4.57984
H -3.50781 1.57082 2.24797
H -2.16424 0.51483 2.65875
H -1.45668 1.45157 0.76332
C -1.46844 -1.77290 -3.02337
C -2.17842 -0.46170 -3.25478
O -2.54095 0.16210 -2.03999
H -2.11874 -2.42730 -2.43435
H -0.54151 -1.60742 -2.47512
H -1.24702 -2.30016 -3.95539
H -3.09532 -0.62105 -3.83339
H -1.55863 0.21125 -3.86370
H -1.71610 0.49786 -1.62974
C -0.39272 -3.08894 1.57855
C -0.89830 -1.87806 0.82067
O 0.21082 -1.26229 0.19988
H -1.18954 -3.49840 2.20380
H 0.41095 -2.76636 2.24207
H -0.01880 -3.83531 0.87998
H -1.36167 -1.18195 1.53388
H -1.63311 -2.17426 0.06370
H -0.09569 -0.42800 -0.22616
C 3.58950 0.29851 -2.54578
C 2.25315 -0.39976 -2.39324
O 1.20236 0.44736 -2.80663
H 3.52506 1.28682 -2.08779
H 3.86685 0.41435 -3.59655
H 4.39057 -0.25156 -2.04265
H 2.12488 -0.69520 -1.34655
H 2.23692 -1.33099 -2.97753
H 0.60348 0.57998 -2.04593
*
```

For the LUMO energy, the calculation gives 3.29 eV. The calculation puts the energy above the lowest of the compared OMol25 structures with the same formula, charge and spin at 6.5 kJ/mol. The calculation puts the HOMO-LUMO gap at 9.592 eV.